1.
Density functional theory data (ωB97M-V/def2-TZVPD) for a cluster of 3 separate species, C3H7FO in total.

The geometry in XYZ format:
```
12
Properties=species:S:1:pos:R:3:forces:R:3
C 1.148 0.113 -1.851 2.97 -2.98 -1.51
C 0.342 0.372 0.371 2.48 3.06 1.61
C -0.811 -0.397 0.690 -0.84 -5.84 -5.28
H 1.893 -0.342 -0.918 -1.41 0.49 -3.91
H 2.135 0.712 -2.945 -2.96 -0.55 3.51
H 0.676 -0.861 -2.905 0.94 2.73 3.80
H 1.385 -0.014 0.663 -1.54 -0.06 -0.84
H 0.275 1.223 1.121 0.15 0.21 -1.44
H -0.550 -1.522 0.368 -0.74 1.99 -0.31
H -1.624 -0.061 -0.061 0.55 -0.32 1.99
O 0.166 0.706 -1.005 1.72 0.36 -1.59
F -1.065 -0.590 1.940 -1.33 0.92 3.98
```
Forces are in eV/Å.

Computed properties:
LUMO level ... 0.0198 Ha
Largest force on an atom ... 7.922 eV/A
Energy relative to the best compared isomer or geometry (same formula, charge and spin) ... 594.7 kJ/mol
Charge ... 0


2.
Density functional theory data (ωB97M-V/def2-TZVPD) for a cluster of 2 separate species, C3H7FO2 in total.

The geometry in XYZ format:
```
13
Properties=species:S:1:pos:R:3:forces:R:3
C 0.811 1.472 0.305 -0.50 0.59 -0.46
C 0.030 -1.784 0.552 2.44 3.03 -3.18
C -0.248 0.551 -0.105 -1.81 -2.68 3.54
O -0.382 -2.595 -0.529 0.57 0.89 1.69
O -0.639 0.414 -1.358 -0.72 0.73 -1.69
F -1.367 0.993 0.687 0.26 -0.65 -0.68
H 0.519 2.472 0.012 0.01 0.45 -0.37
H 1.003 1.537 1.345 -0.14 -0.46 1.05
H 1.673 1.177 -0.177 2.13 -0.27 -1.10
H -0.542 -1.728 1.425 -1.06 -0.26 1.08
H 1.164 -1.658 0.676 -1.80 -0.71 -0.17
H -0.802 -2.023 -1.178 -0.18 0.24 -0.20
H -1.219 1.172 -1.654 0.81 -0.89 0.49
```
Forces are in eV/Å.

Computed properties:
LUMO level (alpha / beta) ... 0.0136 / 0.0135 Ha
Largest force on an atom ... 5.027 eV/A
Energy relative to the best compared isomer or geometry (same formula, charge and spin) ... 278.7 kJ/mol
Charge ... 0